1.
Below is C29H42N3P2Pt as an isolated structure at a distorted geometry, with properties calculated with ωB97M-V with the def2-TZVPD basis set.

Cartesian coordinates (Å):
C: -2.586 2.189 -1.801
C: 1.937 3.803 -2.997
C: 2.633 3.952 -1.804
C: -3.808 0.424 2.295
H: 1.787 -3.163 -0.703
H: -2.590 1.722 -0.816
H: 1.431 -2.851 3.428
H: -1.568 1.276 -4.994
H: -3.974 1.213 3.011
C: 2.367 3.135 -0.731
C: 1.732 -0.823 -3.197
C: 2.757 1.389 4.030
H: -1.959 3.077 -1.748
N: -6.073 -0.348 2.514
N: -2.315 -0.664 0.786
H: -0.033 -2.403 -4.481
H: -1.096 -3.103 1.726
C: 1.553 1.370 1.494
H: -3.601 2.497 -2.042
C: -2.583 0.284 1.688
H: -1.773 0.968 1.919
H: -3.046 -2.263 -0.270
H: 2.186 -1.478 -3.938
H: 3.401 4.704 -1.719
C: 1.784 2.580 2.181
C: -0.334 -3.524 2.384
C: -3.293 -1.509 0.465
H: 2.145 4.442 -3.840
H: -6.252 0.324 3.239
H: 3.981 -0.420 0.865
H: -3.122 1.982 -4.572
H: 2.696 -0.745 3.904
C: 1.779 0.159 2.207
H: 4.504 -1.712 -0.213
C: -4.848 -0.463 1.968
H: 2.555 3.513 3.933
H: 1.948 -4.206 0.712
C: 0.994 2.794 -3.113
C: 3.632 -1.214 0.207
C: 2.448 -3.443 0.119
C: 0.698 1.959 -2.047
H: 0.226 -4.267 1.821
C: -2.088 1.872 -4.247
H: -0.631 -2.216 -2.825
H: 0.347 0.131 -4.542
H: -0.681 -2.189 4.664
H: -1.516 -1.489 -4.179
H: -5.308 -2.158 0.716
H: 0.502 2.644 -4.060
H: 2.361 0.058 -3.083
C: 0.313 -0.448 -3.614
H: -2.723 0.343 -2.885
H: 3.069 -0.758 -0.606
H: -6.799 -1.000 2.275
C: 2.426 0.187 3.430
Pt: -0.185 -0.515 -0.188
C: 2.374 2.578 3.426
H: 3.283 1.396 4.970
H: 1.474 3.515 1.739
C: -2.065 1.223 -2.863
H: 3.299 -2.523 1.880
H: 1.696 -1.358 -2.244
C: -0.524 -1.714 -3.793
H: 0.425 -0.844 4.437
C: -0.217 -1.550 3.915
C: 1.370 2.138 -0.803
H: 2.963 3.218 0.166
H: -1.654 2.869 -4.227
C: 0.565 -2.409 2.924
C: 2.769 -2.217 0.969
C: -4.552 -1.450 1.013
P: -0.441 0.548 -2.235
H: -1.005 -0.996 3.406
H: 3.355 -3.881 -0.293
P: 1.173 -1.398 1.476
N: 1.139 1.272 0.206
H: -0.833 -4.035 3.205

Values from the calculation:
Total charge   +1
E   -57045.8216 eV

=====

2.
Below is C29H43BBe2Cl5F13LiNO8S as an isolated structure at a distorted geometry, with properties calculated with ωB97M-V with the def2-TZVPD basis set.

Cartesian coordinates (Å):
C: -0.451 -1.507 1.539
F: -6.283 1.887 -2.879
H: -4.005 1.130 0.026
H: 9.099 0.735 0.187
H: 1.138 4.536 2.986
O: -5.731 -7.026 -1.328
Cl: 3.324 3.306 -5.459
H: 1.116 3.032 -4.733
C: -4.292 -1.008 0.132
F: -3.060 -0.096 1.893
C: -7.029 -7.033 -1.939
F: -3.451 -2.246 1.898
H: -4.883 -3.026 0.000
F: 1.953 0.861 -2.827
C: 5.731 1.045 -0.635
H: 7.296 3.286 1.124
H: -2.057 3.535 1.155
O: -6.190 -4.884 -1.830
C: -5.097 -2.019 -0.320
H: -0.821 -1.954 2.468
Cl: 1.049 2.106 7.304
N: -0.037 -0.291 1.694
H: 5.223 1.453 -1.508
H: -8.070 -5.259 -2.701
H: 10.080 2.712 2.300
C: -6.145 -1.792 -1.184
F: 2.294 -0.685 1.437
H: -0.113 4.617 4.257
C: -0.860 -3.588 -1.237
C: -7.058 -5.695 -2.652
Cl: 1.109 5.171 -5.673
C: -4.584 0.271 -0.296
C: -1.402 4.158 1.763
C: -5.935 1.896 -1.604
H: 1.195 -0.266 1.710
C: -0.631 -5.115 -1.025
H: 7.466 2.303 -0.874
H: 5.478 -0.014 -0.563
H: 5.329 1.552 0.244
H: 3.190 1.144 7.180
O: -1.638 1.051 -0.444
H: 7.831 -0.429 0.461
H: 8.355 0.773 2.520
C: 0.388 -0.257 -1.537
F: -7.043 2.361 -0.939
C: 9.400 3.186 1.579
Be: 8.616 3.414 4.372
H: 6.696 1.045 2.049
C: -5.332 -5.767 -1.169
H: -0.745 -5.594 -1.990
H: 0.333 -5.338 -0.587
H: 0.117 -3.123 -1.211
C: 7.953 2.769 1.825
H: 3.250 2.921 7.203
F: 0.066 1.843 -2.678
H: -2.314 -3.950 -2.424
O: -2.213 -0.461 -2.196
H: -1.441 -5.499 -0.411
F: 1.137 -0.736 -0.500
Li: -5.824 1.874 1.001
S: -1.400 -0.258 -1.034
C: -6.424 -0.524 -1.624
H: -0.764 4.746 1.102
H: 9.514 4.269 1.675
H: -1.551 -3.683 0.763
H: -6.733 -2.631 -1.533
H: 7.576 0.759 -1.684
Cl: 0.982 2.608 -7.027
H: 9.727 2.912 0.578
C: 0.419 3.957 3.570
O: -1.851 3.866 -1.764
H: -7.786 -7.113 -1.154
H: -2.817 -3.425 -0.392
O: -4.384 -5.408 -0.561
C: -1.816 -3.107 -0.121
H: -6.659 -5.747 -3.664
F: 0.569 -1.041 -2.590
H: -0.393 0.161 2.548
H: 0.367 -2.129 1.170
F: -4.926 2.734 -1.452
Be: -8.155 -4.486 -0.924
C: -3.137 -1.201 1.077
C: 1.572 3.472 -5.609
O: -1.507 -3.435 -2.491
C: 2.740 2.054 6.803
H: -2.011 4.827 2.373
H: -1.814 2.959 -1.404
C: -0.559 3.284 2.651
C: 0.956 1.148 -1.981
F: 2.842 1.558 -0.639
H: 7.647 3.125 2.852
C: -5.633 0.499 -1.148
Cl: 2.894 2.071 5.036
C: 8.031 0.644 0.400
C: 7.729 1.263 1.765
C: 1.618 1.985 -0.850
F: 0.916 2.053 0.263
F: 1.730 3.237 -1.312
H: 0.954 3.202 4.144
B: -1.729 -1.557 0.317
H: -7.232 -0.345 -2.311
C: 7.240 1.238 -0.763
H: -7.136 -7.874 -2.618
O: -0.665 2.073 2.622

Values from the calculation:
Total charge   +2
E   -159069.0964 eV

=====

3.
Below is C29H44Br4GeN4O3STi as an isolated structure at a distorted geometry, with properties calculated with ωB97M-V with the def2-TZVPD basis set.

Cartesian coordinates (Å):
H: 5.763 -1.545 4.785
H: 7.238 0.389 4.232
H: -5.182 -0.032 1.180
H: -2.442 -2.993 -0.636
Br: 0.976 5.351 4.269
Br: -0.723 3.051 5.962
C: 0.464 3.719 3.447
C: 4.024 2.488 -4.383
H: -3.852 -2.886 0.435
H: -0.561 -1.149 -5.740
H: 5.037 -0.034 5.347
H: 2.807 -0.381 5.253
Br: 1.880 4.680 1.101
C: 0.180 0.598 -6.741
H: -4.157 1.401 0.931
C: -4.690 -0.746 -1.857
Ge: -3.260 -0.548 -0.485
H: -5.557 -1.279 -1.455
H: 6.640 -0.400 2.766
C: 2.530 -3.502 1.723
C: 2.897 1.309 3.924
H: 3.589 0.430 -3.926
H: 1.348 2.235 -7.583
Br: -1.520 0.170 4.435
H: 1.001 -4.652 0.730
H: 2.645 -0.140 1.499
C: 0.052 -0.274 -5.490
H: -2.265 -2.369 1.024
H: 2.982 1.542 2.861
N: 1.205 -1.321 0.694
H: 5.923 1.127 3.300
H: -3.591 0.096 1.972
C: 4.099 1.277 -3.458
H: -1.500 0.916 -4.613
C: 4.156 -1.967 2.882
C: -0.635 1.571 3.509
C: -0.591 0.399 -4.276
H: -5.016 0.238 -2.200
C: 1.390 -3.664 0.942
C: 5.327 -0.599 4.460
H: -0.769 1.125 -6.902
Ti: 0.076 0.246 -0.585
H: 3.058 -4.353 2.135
H: 1.962 1.748 4.278
C: 2.307 -1.164 1.383
H: 2.020 -0.644 3.719
C: -4.151 0.317 1.062
C: 6.345 0.181 3.639
C: 2.893 -0.192 4.177
H: 4.445 2.225 -5.360
C: 2.982 -2.217 1.991
N: 0.274 1.378 -3.622
C: -2.917 -2.396 0.147
H: -4.309 -1.294 -2.721
C: 1.015 0.973 -2.401
N: 4.110 -0.878 3.706
H: 0.320 -0.048 -7.617
S: 1.431 -0.759 -2.304
H: 1.215 2.247 -5.805
O: 5.134 -2.708 2.848
C: -0.333 1.315 2.168
C: -1.725 0.301 -1.181
C: -0.252 2.766 4.144
O: -0.616 0.250 1.525
H: -0.918 -0.367 -3.569
H: 2.281 1.102 -6.593
H: 4.753 4.531 -4.565
H: -0.198 -2.595 -0.090
H: -1.954 1.058 -1.938
N: 2.086 1.956 -2.201
H: 2.971 2.726 -4.536
C: 0.448 2.303 1.456
H: 5.781 3.488 -3.574
C: 0.731 -2.552 0.461
H: 1.032 -0.657 -5.192
C: 4.742 3.717 -3.836
H: -0.266 2.195 -3.366
H: 5.148 0.981 -3.315
H: 4.247 4.087 -2.937
H: 1.848 2.485 -1.371
H: 4.012 2.292 -1.552
C: 3.460 1.513 -2.090
O: 0.821 1.970 0.253
C: 0.817 3.471 2.102
H: 3.558 0.587 -1.504
C: 1.318 1.612 -6.683
H: 3.724 1.799 4.443

Values from the calculation:
Total charge   -2
E   -413528.9415 eV

=====

Which of these has the lowest total charge? C29H44Br4GeN4O3STi

=====

Among the records above, which one has the lowest E? C29H44Br4GeN4O3STi

=====

Among the records above, which one has the lowest E? C29H44Br4GeN4O3STi